Below is a structure of composition H6O7STl at a distorted geometry, with properties calculated with ωB97M-V/def2-TZVPD.

Last column: Mulliken charge in e.
Cartesian coordinates (Å):
Tl1 0.642164 1.425458 -0.347638  0.834
S1 -1.203991 -1.581008 1.841395  1.291
O1 -2.607609 -1.501897 1.528701  -0.293
O2 -1.045750 -1.931491 3.249654  -0.300
O3 -0.746866 -2.710415 0.969133  -0.359
O4 -0.495558 -0.353774 1.553608  -0.383
O5 -2.258285 1.329506 -0.618651  -0.543
H1 -2.787662 1.927528 -0.091048  0.306
H2 -2.881298 0.928617 -1.224765  0.301
O6 2.428046 2.363504 -2.495925  -0.559
H3 2.754755 1.776350 -3.177650  0.308
H4 2.953974 3.157613 -2.590862  0.304
O7 1.749919 -1.236184 0.354784  -0.506
H5 2.451289 -1.879795 0.254432  0.289
H6 1.046874 -1.714011 0.794832  0.309

Forces on atoms 1 to 6 (eV/Å):
0.14 -0.06 -0.12
1.05 -0.41 0.30
-1.46 0.02 -0.91
0.52 -0.47 -0.25
-0.60 0.74 1.19
-0.23 0.09 0.10

Results
ΔE to the lowest compared entry with this formula, charge and spin   0.000 eV
HOMO energy   -15.39 eV
Total charge   +1
Kohn-Sham gap   5.25 eV

---

Below is a cluster of 3 separate species, C3H4NO4P in total at a distorted geometry, with properties calculated with ωB97M-V/def2-TZVPD.

Last column: Mulliken charge in e.
Cartesian coordinates (Å):
O1 1.980737 1.062929 0.474192  -0.399
C1 2.318006 0.006036 0.701463  0.765
O2 2.770386 -0.997030 1.001552  -0.334
C2 -0.211225 -0.925511 -1.482450  -0.755
C3 -0.199279 -1.488058 -0.449439  0.452
O3 -0.159596 -2.022619 0.752581  -0.557
H1 -0.270219 -0.540976 -2.503590  0.348
H2 -0.439701 -1.233867 1.269843  0.522
N1 -1.306750 1.432764 -0.509224  -0.370
P1 -0.542881 1.626101 0.962775  0.311
O4 -0.674799 0.332154 1.624977  -0.547
H3 -1.681685 0.418936 -0.814842  0.313
H4 -1.582994 2.329141 -1.027836  0.252

Forces on atoms 1 to 6 (eV/Å):
-1.20 3.22 -1.12
1.27 -1.51 0.77
0.36 -1.79 0.22
0.02 1.04 -3.95
0.34 -2.10 2.92
-0.18 0.32 -1.39

Results
Structure (SMILES)   O=C=O.C#CO.NP=O
ΔE to the lowest compared entry with this formula, charge and spin   0.861 eV
HOMO energy   -9.71 eV
Kohn-Sham gap   10.06 eV

---

Below is a structure of composition C22H26N3NaO4, with properties calculated with ωB97M-V/def2-TZVPD.

Last column: Mulliken charge in e.
Cartesian coordinates (Å):
Na1 -0.823622 0.352227 -0.790082  0.888
O1 1.527601 -1.557419 1.663437  -0.868
C1 1.161145 -2.747140 1.542721  0.166
C2 1.095270 -3.634595 2.682679  -0.690
C3 0.668164 -4.931169 2.600874  -0.259
C4 0.272109 -5.495093 1.378668  -0.655
C5 0.336188 -4.684757 0.261774  -0.541
C6 0.759096 -3.351561 0.294047  0.934
C7 0.797625 -2.685773 -0.995504  -0.145
N1 1.090505 -1.480575 -1.282617  -0.165
C8 1.063676 -1.174014 -2.700374  -0.713
C9 2.016733 -0.032294 -3.014141  -0.808
N2 1.503970 1.181523 -2.421252  -0.143
C10 2.298279 1.886306 -1.733829  -0.294
C11 1.943350 3.134859 -1.063291  0.624
C12 2.969655 4.034276 -0.802668  -0.350
C13 2.752373 5.278041 -0.230291  -0.674
C14 1.434525 5.615196 0.093148  -0.458
C15 0.395455 4.740038 -0.112059  -0.414
C16 0.586484 3.423431 -0.656528  -0.171
O2 -0.351444 2.588887 -0.725682  -0.758
H1 1.400818 -3.205216 3.631084  0.356
H2 0.639811 -5.536393 3.505723  0.300
H3 -0.076591 -6.517811 1.312528  0.363
H4 0.034880 -5.085858 -0.703556  0.207
H5 0.555657 -3.378019 -1.823507  0.015
H6 0.050710 -0.864295 -2.978703  0.224
H7 1.295754 -2.055521 -3.320400  0.618
H8 2.057298 0.100973 -4.103400  0.318
H9 3.031334 -0.269912 -2.653227  0.396
H10 3.359292 1.588812 -1.638281  0.118
H11 3.980721 3.739861 -1.074116  0.304
H12 3.570286 5.961683 -0.047496  0.357
H13 1.221910 6.589613 0.528490  0.317
H14 -0.622459 5.011228 0.146782  0.490
N3 -3.475201 -2.916536 -1.850904  -0.861
C17 -3.273705 -1.579663 -1.230425  0.792
O3 -2.180790 -0.979265 -1.668924  -0.875
C18 -4.545647 -0.822983 -0.945928  -0.711
C19 -3.746389 -1.443291 0.205949  -0.742
H15 -2.527314 -3.187489 -2.098706  0.340
H16 -3.763437 -3.579791 -1.134078  0.235
H17 -5.490369 -1.284322 -1.217216  0.283
H18 -4.501602 0.253610 -1.046854  0.215
H19 -4.174322 -2.306560 0.707807  0.249
H20 -3.201364 -0.768223 0.851945  0.046
C20 -1.112435 3.107657 2.948569  -1.245
C21 -0.747087 1.843686 2.209675  1.018
C22 0.702908 1.461421 2.161145  -0.198
O4 -1.597552 1.203653 1.634476  -0.487
H21 -0.624632 3.162650 3.921432  0.356
H22 -2.192838 3.181316 3.046151  0.306
H23 -0.742948 3.943049 2.350967  0.185
H24 1.221256 1.742380 3.080462  0.432
H25 1.153491 2.032010 1.344527  -0.085
H26 0.823419 0.397154 1.958983  -0.141

Forces on atoms 1 to 6 (eV/Å):
0.41 0.32 0.21
0.14 0.15 0.06
-0.16 0.01 0.08
0.09 0.07 0.05
0.02 -0.12 0.15
-0.02 0.04 -0.08

Results
ΔE to the lowest compared entry with this formula, charge and spin   0.900 eV
HOMO energy   -1.14 eV
Total charge   -2
Kohn-Sham gap   5.24 eV

---

Below is a cluster of 8 separate species, C4H24N8O8 in total at a distorted geometry, with properties calculated with ωB97M-V/def2-TZVPD.

Last column: Mulliken charge in e.
Cartesian coordinates (Å):
N1 -13.706494 15.560342 -27.629086  -0.161
C1 -13.430800 15.712557 -28.879642  0.698
N2 -14.487719 16.023381 -29.476855  -0.350
O1 -12.308647 15.596402 -29.443531  -0.774
H1 -14.660254 15.792791 -27.391550  0.135
H2 -12.961644 15.319193 -26.991010  0.185
H3 -14.511430 16.252554 -30.460221  0.239
H4 -15.340298 15.907829 -28.947837  0.137
N3 -13.715728 10.588284 -23.788823  -0.252
C2 -13.719262 9.279325 -23.898266  0.724
N4 -14.578600 8.824581 -23.033453  -0.367
O2 -13.106843 8.567361 -24.712977  -0.750
H5 -13.229934 10.957735 -24.593565  0.088
H6 -14.441675 11.053351 -23.262689  0.269
H7 -14.938152 9.554586 -22.435196  0.122
H8 -14.931192 7.883032 -22.937232  0.216
N5 -15.376446 11.790671 -26.025564  -0.209
C3 -16.024356 12.861208 -25.665978  0.498
N6 -15.264575 13.887359 -25.446406  -0.254
O3 -17.256812 12.881222 -25.691379  -0.742
H9 -15.960691 11.002341 -26.264942  0.158
H10 -14.403224 11.777893 -26.295339  0.209
H11 -15.681729 14.768615 -25.182823  0.215
H12 -14.282277 13.794008 -25.661994  0.162
N7 -10.686847 10.111797 -30.110336  -0.448
C4 -11.433024 9.929003 -29.037438  0.673
N8 -12.615486 9.559151 -29.324561  -0.339
O4 -11.105529 10.313848 -27.943518  -0.767
H13 -9.727569 10.392186 -29.964537  0.246
H14 -11.084949 9.927393 -31.020066  0.129
H15 -12.796923 9.309493 -30.286252  0.138
H16 -13.379766 9.510300 -28.666079  0.221
O5 -12.344312 11.900631 -26.112328  -0.455
H17 -11.827285 11.636515 -26.873341  0.388
H18 -12.229408 12.849562 -26.061731  0.220
O6 -11.934267 14.804989 -25.643370  -0.626
H19 -12.034773 15.517630 -25.012290  0.222
H20 -10.989643 14.740308 -25.783893  0.245
O7 -10.522030 9.541576 -25.340277  -0.690
H21 -11.277580 9.204124 -24.859128  0.350
H22 -10.900055 9.990788 -26.096272  0.357
O8 -10.525291 13.413833 -28.043091  -0.617
H23 -11.248002 13.925524 -28.406542  0.351
H24 -10.552493 12.585856 -28.522613  0.203

Forces on atoms 1 to 6 (eV/Å):
0.30 -0.77 3.99
6.29 -0.81 -1.39
-5.98 1.86 -4.72
-1.07 -0.19 1.16
0.75 -0.31 1.01
-0.35 0.04 0.35

Results
Structure (SMILES)   NC(N)=O.NC(N)=O.NC(N)=O.NC(N)=O.O.O.O.O
ΔE to the lowest compared entry with this formula, charge and spin   2.652 eV
HOMO energy   -9.30 eV
Kohn-Sham gap   9.36 eV

---

Question: What is the HOMO energy in the first record?
Answer: -15.39 eV

---

Question: ΔE to the lowest compared entry with this formula, charge and spin of number 3 (C22H26N3NaO4)?
Answer: 0.900 eV

---

Question: Among the records above, which one has the lowest Kohn-Sham gap?
Answer: C22H26N3NaO4